#w
The following is a DFT calculation (the ωB97M-V functional and the def2-TZVPD basis) of a single C3H6N4O molecule.

The SMILES is CNn1cnc(=O)[nH]1. The gap between HOMO and LUMO is 10.0230 eV. The HOMO energy is -9.45 eV. The lowest unoccupied orbital energy is 0.6 eV. As for the spin multiplicity: 1.

Structure (XYZ):
```
14
C3H6N4O, DFT the ωB97M-V functional and the def2-TZVPD basis
C -1.6813 -1.0541 2.2533
C 0.6377 -1.0314 -0.3776
C 0.6791 0.9157 -1.2701
H -2.4396 -0.3929 1.9001
H -1.6432 -1.0098 3.3334
H -1.9820 -2.0916 2.0340
H -0.1602 0.2044 2.0871
H 0.7753 -2.0534 -0.1203
H -1.1977 1.3943 -0.3148
N -0.3880 -0.6798 1.6747
N -0.3966 -0.4211 0.2608
N 1.2763 -0.3873 -1.2979
N -0.2531 0.9240 -0.1824
O 0.8955 1.8646 -1.9674
```

#x
The following is a DFT calculation (the ωB97M-V functional and the def2-TZVPD basis) of a single C3H6N4O molecule.

The SMILES is [H]/N=c1\ncn(O)n1C. The gap between HOMO and LUMO is 8.9195 eV. The HOMO energy is -8.75 eV. The lowest unoccupied orbital energy is 0.2 eV. As for the spin multiplicity: 1.

Structure (XYZ):
```
14
C3H6N4O, DFT the ωB97M-V functional and the def2-TZVPD basis
C -0.3194 1.7149 0.1881
C 0.7097 -1.5825 0.3793
C -1.0713 -0.6072 -0.0659
H -1.3439 1.8907 -0.1147
H 0.0760 2.0136 1.2370
H 0.2865 2.2672 -0.4092
H 2.8859 0.1583 -0.2504
H 1.5256 -2.3674 0.3429
H -2.9866 -1.0979 -0.3758
N -0.0293 0.3443 -0.1762
N 1.0406 -0.3047 0.3222
N -0.4914 -1.8302 -0.0527
N -2.3183 -0.4143 -0.3503
O 2.0360 -0.1847 -0.6744
```

#y
The following is a DFT calculation (the ωB97M-V functional and the def2-TZVPD basis) of a single C3H6N4O molecule.

The SMILES is CNn1[nH]ncc1=O. The gap between HOMO and LUMO is 9.9843 eV. The HOMO energy is -9.18 eV. The lowest unoccupied orbital energy is 0.8 eV. As for the spin multiplicity: 1.

Structure (XYZ):
```
14
C3H6N4O, DFT the ωB97M-V functional and the def2-TZVPD basis
C -0.5529 -1.7078 0.7928
C 1.3967 1.6717 -0.6322
C 0.5973 0.5365 -1.2953
H 0.2473 -2.2688 0.1488
H -1.3226 -2.3527 1.1184
H -0.0813 -1.2831 1.6068
H -1.8668 -0.9537 -0.6291
H -0.3661 1.1099 1.3534
H 2.4205 1.8933 -0.9271
N -1.2689 -0.6077 0.1622
N -0.4025 0.4490 -0.3552
N -0.3742 1.5206 0.4923
N 0.8354 2.1622 0.4276
O 0.7380 -0.1695 -2.2634
```

#z
The following is a DFT calculation (the ωB97M-V functional and the def2-TZVPD basis) of a single C3H6N4O molecule.

The SMILES is CNn1nncc1O. The gap between HOMO and LUMO is 9.5097 eV. The HOMO energy is -9.36 eV. The lowest unoccupied orbital energy is 0.2 eV. As for the spin multiplicity: 1.

Structure (XYZ):
```
14
C3H6N4O, DFT the ωB97M-V functional and the def2-TZVPD basis
C -1.9149 -0.3867 -0.4896
C 2.3373 0.2504 -0.1453
C 1.0394 0.6437 0.1049
H -1.6671 -1.0074 -1.3802
H -1.7974 0.6693 -0.7777
H -3.0041 -0.5332 -0.2352
H -1.2102 -0.2171 1.4596
H 3.2258 0.9017 -0.2174
H -0.3001 1.7765 0.7541
N -0.9969 -0.7564 0.6312
N 0.3373 -0.5220 0.2359
N 1.1526 -1.5783 0.1073
N 2.3516 -1.1215 -0.1115
O 0.4467 1.8812 0.0641
```

Winner for stability: #w

#w
The following is a DFT calculation (the ωB97M-V functional and the def2-TZVPD basis) of a single C3H6N4O molecule.

The gap between HOMO and LUMO is 7.5485 eV. The HOMO energy is -6.86 eV. The lowest unoccupied orbital energy is 0.7 eV. As for the spin multiplicity: 1.

Structure (XYZ):
```
14
C3H6N4O, DFT the ωB97M-V functional and the def2-TZVPD basis
C -3.5414 0.0325 0.0793
C 0.6539 1.0493 0.1744
C 0.9449 -1.2391 0.1138
N -2.3737 0.2279 -0.0246
N -1.2473 -0.5425 0.1781
N -0.0317 -0.0876 0.1447
N 2.0741 1.0695 0.0588
O -4.6777 0.1373 -0.0780
H 0.0367 2.0090 -0.0047
H 1.3266 -1.4996 0.9874
H 0.3043 -2.1783 -0.2189
H 1.6375 -1.1130 -0.7518
H 2.4359 0.2303 -0.3603
H 2.4581 1.9043 -0.2982
```

#x
The following is a DFT calculation (the ωB97M-V functional and the def2-TZVPD basis) of a single C3H6N4O molecule.

The SMILES is C=N/N=C\N(N)C=O. The gap between HOMO and LUMO is 9.6585 eV. The HOMO energy is -9.36 eV. The lowest unoccupied orbital energy is 0.3 eV. As for the spin multiplicity: 1.

Structure (XYZ):
```
14
C3H6N4O, DFT the ωB97M-V functional and the def2-TZVPD basis
C -0.6003 2.5589 -0.7055
C 0.8854 0.4583 -0.2634
C 0.5446 -2.8265 0.5845
H -0.9170 0.2621 1.1052
H -1.3722 -0.4603 -0.0273
H -1.6013 2.9265 -0.4183
H 1.6988 1.0646 -0.8816
H 1.6201 -3.1082 0.5992
H -0.3116 -3.5776 0.7749
N -1.3109 0.4954 0.1524
N -0.3218 1.1194 -0.5456
N 1.2241 -0.6734 0.1186
N 0.1741 -1.6084 0.5467
O 0.2878 3.3693 -1.0397
```

Winner for stability: #x

#w
The following is a DFT calculation (the ωB97M-V functional and the def2-TZVPD basis) of a single C3H6N4O molecule.

The SMILES is [H]/N=N/C(=C)/C(O)=N/N. The gap between HOMO and LUMO is 8.6134 eV. The HOMO energy is -7.96 eV. The lowest unoccupied orbital energy is 0.7 eV. As for the spin multiplicity: 1.

Structure (XYZ):
```
14
C3H6N4O, DFT the ωB97M-V functional and the def2-TZVPD basis
C -0.6530 0.4007 0.0698
C 0.7430 0.6238 -0.1338
N -2.5265 -0.7392 -0.5347
C 1.6129 1.4494 0.4484
O -1.1742 0.5588 1.3367
N -1.3018 -0.2601 -0.8317
N 1.1747 -0.6102 -1.0583
N 1.7680 -1.5851 -0.6369
H -0.5111 0.9605 1.9086
H -2.8371 -1.4269 -1.2037
H -2.7402 -0.8920 0.4475
H 2.4738 -2.0124 -1.2623
H 1.2974 2.2361 1.1209
H 2.6741 1.2966 0.3295
```

#x
The following is a DFT calculation (the ωB97M-V functional and the def2-TZVPD basis) of a single C3H6N4O molecule.

The SMILES is Nc1nc(N)c(O)[nH]1. The gap between HOMO and LUMO is 8.1165 eV. The HOMO energy is -7.57 eV. The lowest unoccupied orbital energy is 0.5 eV. As for the spin multiplicity: 1.

Structure (XYZ):
```
14
C3H6N4O, DFT the ωB97M-V functional and the def2-TZVPD basis
C -0.2747 -1.2376 0.0878
C 0.1931 0.8357 0.4212
C -0.1259 0.7741 -0.9376
H 0.7669 -2.4512 0.9994
H -0.9043 -3.0862 0.1053
H -0.3365 1.7820 2.0098
H 1.2244 1.7423 1.8098
H -0.0484 2.8005 -1.6798
H -0.4911 -1.1472 -2.0503
N 0.0979 -2.5385 0.0717
N 0.3145 -0.4939 0.8734
N 0.4117 1.9026 1.2886
N -0.4396 -0.6069 -1.1443
O -0.3878 1.7243 -1.8551
```

#y
The following is a DFT calculation (the ωB97M-V functional and the def2-TZVPD basis) of a molecular structure, C3H6N4O.

The gap between HOMO and LUMO is 8.4299 eV. The HOMO energy is -8.06 eV. The lowest unoccupied orbital energy is 0.4 eV. As for the spin multiplicity: 1.

Structure (XYZ):
```
14
C3H6N4O, DFT the ωB97M-V functional and the def2-TZVPD basis
C -0.8970 0.7296 0.0099
C -0.1744 -0.5087 0.2029
C 1.0447 -0.0204 -0.0731
H -3.6388 -0.4102 -0.7519
H -2.6361 -1.1608 0.8126
H -0.3836 -1.5006 0.7046
H 2.6559 -1.7381 -0.2542
H 3.3111 -0.1482 -0.1332
H 2.0201 1.8461 0.3841
N -2.6622 -0.5626 -0.3437
N -2.2197 0.9385 -0.0583
N 2.2781 -0.6830 -0.2394
N 1.3398 1.3460 -0.2274
O -0.0380 1.8726 -0.0329
```

#z
The following is a DFT calculation (the ωB97M-V functional and the def2-TZVPD basis) of a single C3H6N4O molecule.

The SMILES is N/N=c1/cc[nH]n1O. The gap between HOMO and LUMO is 8.8123 eV. The HOMO energy is -8.09 eV. The lowest unoccupied orbital energy is 0.7 eV. As for the spin multiplicity: 1.

Structure (XYZ):
```
14
C3H6N4O, DFT the ωB97M-V functional and the def2-TZVPD basis
C 0.1926 -0.5085 -0.1062
C -1.0099 -1.3530 -0.1454
C -1.9976 -0.4569 -0.0640
H 1.9158 0.2092 1.2359
H 3.2719 -0.1788 0.5619
H -1.0142 -2.1864 -0.7812
H -3.0404 -0.5769 0.1874
H -1.7485 1.6296 -0.1812
H 1.2500 1.3904 -0.8964
N 2.3061 0.0021 0.2714
N 1.3233 -1.0418 -0.2842
N -1.4783 0.7546 0.5233
N -0.1661 0.7286 0.3547
O 0.1952 1.5879 -0.6760
```

Winner for stability: #x

#w
The following is a DFT calculation (the ωB97M-V functional and the def2-TZVPD basis) of a single C3H6N4O molecule.

The SMILES is Nc1nc(N)c(N)o1. The gap between HOMO and LUMO is 7.9740 eV. The HOMO energy is -7.29 eV. The lowest unoccupied orbital energy is 0.7 eV. As for the spin multiplicity: 1.

Structure (XYZ):
```
14
C3H6N4O, DFT the ωB97M-V functional and the def2-TZVPD basis
C -1.2459 -0.2299 -0.1320
C 0.8043 -0.6871 0.0197
C 0.6405 0.7391 -0.1151
H -2.8735 0.8419 0.2889
H -3.1844 -0.8530 0.4631
H 2.9432 -0.9367 0.0185
H 1.9738 -2.3633 0.6129
H 2.2447 1.9011 -0.6026
H 1.8319 1.7080 1.0857
N -2.6978 -0.0831 0.0558
N -0.4678 -1.3253 -0.0313
N 1.9376 -1.4525 -0.0707
N 1.4640 1.7838 0.1010
O -0.7226 1.0386 -0.1108
```

#x
The following is a DFT calculation (the ωB97M-V functional and the def2-TZVPD basis) of a molecular structure, C3H6N4O.

The gap between HOMO and LUMO (spin up / spin down) is 8.3082 / 8.3091 eV. The HOMO energy (spin up / spin down) is -7.82 / -7.82 eV. The lowest unoccupied orbital energy (spin up / spin down) is 0.5 / 0.5 eV. As for the spin multiplicity: 1.

Structure (XYZ):
```
14
C3H6N4O, DFT the ωB97M-V functional and the def2-TZVPD basis
C -0.1942 -0.4761 0.0068
C 0.6730 -1.6159 0.0844
C 1.1213 1.5371 -0.1017
N -1.2078 1.5559 0.0698
N -2.2441 0.8313 0.1030
N -0.0967 0.7960 0.0727
N -2.1232 -0.4287 0.0385
O -2.8984 -1.3236 -0.1398
H 0.1918 -2.4872 -0.4329
H 1.5788 -1.4886 -0.4461
H 0.9274 -2.0911 1.1064
H 0.7655 2.6097 -0.3190
H 1.7357 1.3630 0.9121
H 1.7709 1.2183 -0.9543
```

Winner for stability: #w